No. 1
C21H31O4Re | ωB97M-V/def2-TZVPD

lowest unoccupied orbital energy (alpha / beta) = -3.2 / -4.5 eV
relative energy (zero: lowest compared OMol25 entry of this formula, charge and spin) = 0.00 kcal/mol
⟨S²⟩ = 3.77
DFT total energy = -32589.317 eV
charge = +1
multiplicity = 4
largest force on an atom = 3.8 eV Å⁻¹

CARTESIAN COORDINATES (ANGSTROEM)
Re 0.000 0.000 0.000
O 0.325 0.599 -2.142
O 1.987 2.183 0.158
O 1.014 1.894 2.150
O 0.562 0.324 -8.014
C 0.336 -2.237 0.670
C 0.498 1.953 -2.644
C 0.865 -2.103 -0.628
C -0.046 -0.281 -3.225
C -1.660 0.872 1.420
C 0.567 1.806 -4.147
C 0.363 1.628 -8.599
C 1.574 -1.080 -9.747
C -0.358 0.622 -4.401
C -1.836 1.510 0.169
C -2.303 -0.703 -0.110
C -1.958 -0.491 1.246
C 0.119 1.036 -9.983
C 1.846 2.707 2.895
C 2.133 -0.845 0.797
C 1.106 -1.439 1.549
C 0.337 -0.334 -9.309
C 1.080 1.686 0.808
C -2.246 0.540 -0.762
C 1.984 -1.239 -0.541
C -0.881 -1.224 -9.246
H -0.715 -2.047 -8.551
H -0.887 -0.888 -2.900
H -2.434 0.713 -1.808
H 0.935 -1.302 2.603
H 1.783 -1.905 -9.067
H 0.507 -2.605 -1.510
H 1.583 1.570 -4.463
H 1.384 2.362 -2.175
H -1.751 -0.665 -8.907
H -1.103 -1.646 -10.227
H 2.369 2.087 3.657
H 2.583 -0.888 -1.363
H 1.444 -1.490 -10.749
H 2.850 -0.135 1.164
H -1.641 2.546 -0.033
H -0.361 2.545 -2.328
H -0.486 2.149 -8.150
H 0.857 1.293 -10.738
H -0.185 0.130 -5.355
H 2.440 -0.420 -9.755
H 2.611 3.221 2.274
H 0.256 2.713 -4.660
H -1.400 0.942 -4.369
H 0.798 -0.941 -3.434
H 1.237 3.469 3.421
H -2.558 -1.648 -0.560
H -0.510 -2.844 0.940
H 1.252 2.256 -8.502
H -0.878 1.190 -10.387
H -1.326 1.346 2.325
H -1.918 -1.243 2.013

Löwdin atomic charge list, values in e, 2 entries:
1 Re 1.5788
2 O -0.3284

=====

No. 2
C21H32BCl24O2PS | ωB97M-V/def2-TZVPD

lowest unoccupied orbital energy = 0.2 eV
DFT total energy = -347728.721 eV
largest force on an atom = 3.2 eV Å⁻¹
SMILES string = CCOB(O)[PH2](CSCC)Cc1cccc(C)c1.ClC(Cl)Cl.ClC(Cl)Cl.ClC(Cl)Cl.ClC(Cl)Cl.ClC(Cl)Cl.ClC(Cl)Cl.ClC(Cl)Cl.ClC(Cl)Cl

CARTESIAN COORDINATES (ANGSTROEM)
Cl -4.269 1.909 -6.133
Cl 2.788 -4.095 8.118
Cl 5.054 3.378 6.463
Cl 3.598 0.866 6.349
Cl -2.556 -4.393 5.622
Cl 4.815 0.864 -0.260
Cl 1.211 -0.400 7.869
Cl -1.536 -0.420 8.821
Cl -0.973 -0.575 5.973
Cl 6.783 -1.266 -0.357
Cl -0.845 -3.259 3.601
Cl -7.105 1.868 -5.509
Cl 0.326 -4.340 6.635
Cl -0.902 3.816 2.663
Cl 2.406 -2.417 2.648
Cl 7.112 1.090 -2.020
Cl -3.713 3.539 1.973
Cl 0.242 -3.946 9.501
Cl 5.053 -2.734 3.800
Cl -5.680 4.394 -5.633
Cl 2.823 -1.942 5.482
Cl -2.510 1.887 4.106
Cl -2.640 -5.448 2.918
Cl 4.224 2.063 8.917
S -0.737 -2.875 -4.507
P -1.179 0.138 -5.305
O 0.324 -0.154 -2.872
O 1.556 -0.519 -4.941
C 1.130 -4.684 8.160
C 6.523 0.475 -0.474
C -2.511 3.441 3.271
C 3.318 -2.895 4.083
C -1.667 -1.723 -5.539
C -0.677 3.258 -1.575
C 3.815 2.379 7.229
C -0.404 2.900 -2.842
C -2.935 2.814 -1.914
C -2.659 2.463 -3.187
C -0.420 -1.024 7.594
C -2.113 -2.581 -2.071
C -1.934 3.205 -1.088
C -2.417 -4.006 3.911
C 3.302 -0.958 -3.222
C 2.766 -0.051 -4.330
C -0.966 2.058 -5.096
C 0.486 3.695 -0.696
C -1.376 2.473 -3.696
C -5.805 2.765 -6.297
C -1.903 -3.501 -3.278
B 0.418 -0.237 -4.238
H 3.103 -3.936 4.291
H 0.520 4.768 -0.514
H 2.528 -1.363 -2.571
H -1.466 -4.428 -2.903
H 1.149 -5.755 8.318
H -3.515 2.156 -3.805
H -1.219 -2.025 -1.793
H 3.524 -0.038 -5.116
H -3.190 -3.293 3.656
H -3.947 2.787 -1.531
H 3.873 -1.803 -3.607
H 0.603 2.932 -3.247
H -2.776 4.192 4.004
H -2.359 -3.204 -1.210
H -2.960 -1.903 -2.196
H 0.950 0.471 -2.477
H -2.472 0.339 -4.726
H 2.693 0.990 -3.989
H -0.393 -2.104 7.663
H -6.038 2.845 -7.351
H 1.400 3.336 -1.174
H -2.731 -1.837 -5.295
H 0.415 3.126 0.231
H -1.687 2.522 -5.777
H -2.868 -3.761 -3.717
H 3.973 -0.375 -2.585
H -2.149 3.510 -0.063
H 2.879 2.923 7.204
H 7.082 0.956 0.318
H -1.587 -2.022 -6.590
H 0.038 2.407 -5.356
H -1.017 0.291 -6.716

Löwdin atomic charge list, values in e, 2 entries:
1 Cl 0.5884
2 Cl 0.5317

=====

No. 3
C21H32F3IN2O8PSTi | ωB97M-V/def2-TZVPD

lowest unoccupied orbital energy (alpha / beta) = 2.4 / 2.4 eV
relative energy (zero: lowest compared OMol25 entry of this formula, charge and spin) = 48.04 kcal/mol
⟨S²⟩ = 2.02
DFT total energy = -101149.656 eV
charge = -1
multiplicity = 3
largest force on an atom = 5.3 eV Å⁻¹

CARTESIAN COORDINATES (ANGSTROEM)
I -3.988 -2.293 -2.238
Ti -1.332 3.107 -0.889
S -1.917 5.286 -2.373
P -0.195 -4.305 0.362
F -2.700 7.926 -2.401
F -0.519 7.530 -2.084
F -2.053 7.082 -0.462
O -2.120 5.210 -3.800
O -2.942 4.722 -1.461
O -1.343 3.543 0.804
O -0.658 4.552 -1.982
O 2.850 1.978 -3.114
O 3.497 4.143 -2.540
O 2.249 2.537 -0.463
O 0.041 1.973 -0.619
N -4.259 1.889 -1.573
N -2.868 1.710 -1.554
C 0.895 -2.842 0.786
C -2.659 0.451 -2.001
C -1.088 -5.252 -2.099
C 0.136 -4.535 -1.503
C 2.254 2.864 2.346
C -1.763 7.111 -1.820
C 1.177 2.296 0.024
C 0.996 -5.689 1.038
C 1.477 -4.984 -1.969
C 3.093 3.055 -2.753
C 0.096 5.114 2.065
C 2.463 4.106 2.782
C -4.847 0.722 -1.904
C 0.940 2.603 1.561
C 0.179 -6.307 2.254
C 1.357 5.181 2.976
C 2.424 -5.463 1.472
C -3.910 -0.233 -2.164
C -0.273 3.597 1.805
C 0.386 -1.568 0.007
C 1.179 -2.644 2.322
H -0.762 5.756 2.444
H 1.024 -6.470 0.291
H 3.455 4.440 3.116
H 0.008 -3.507 -1.825
H -5.932 0.641 -2.010
H 1.836 -5.938 -1.610
H 2.174 -4.227 -1.707
H 3.069 2.104 2.274
H 1.827 -3.079 0.198
H -0.893 -6.316 1.972
H 0.935 -3.570 2.930
H 0.434 -1.680 -1.104
H 0.992 5.088 4.020
H 1.838 6.145 2.810
H 3.030 -6.328 1.244
H 2.517 -5.202 2.543
H -4.745 2.595 -0.981
H 0.265 5.710 1.136
H -1.640 0.110 -2.064
H 2.924 -4.646 0.939
H 1.037 -0.764 0.355
H 0.573 -7.263 2.410
H 0.325 -5.650 3.182
H -1.138 -6.276 -1.625
H 1.632 -5.180 -3.017
H 0.529 -1.896 2.687
H -0.678 -1.349 0.273
H -1.076 -5.332 -3.196
H -0.641 3.315 2.798
H 2.210 -2.312 2.529
H 0.654 1.651 2.010
H -2.036 -4.741 -1.860

Löwdin atomic charge list, values in e, 2 entries:
1 I 0.8016
2 Ti 0.9346